This record from the OMol25 dataset describes a structure of composition C16H31NP2SV at a distorted geometry. The level of theory is ωB97M-V/def2-TZVPD.

The HOMO energy (spin up / spin down) is -6.760 / -7.681 eV. The relative energy (zero: lowest compared OMol25 entry of this formula, charge and spin) is 48.9 kcal per mole. The LUMO energy (spin up / spin down) comes out at 0.2 / 0.2 eV. The expectation value of S² is 3.772. The molar mass is 382.39 g/mol. As for the orbital gap (spin up / spin down): 0.2571 / 0.2895 Ha. Its spin multiplicity is 4.

Structure (XYZ):
```
52
C16H31NP2SV, DFT ωB97M-V/def2-TZVPD
P -0.119 -3.329 -2.083
P 0.229 -0.866 -1.641
C -0.564 -2.496 -3.679
C 0.398 -1.310 -3.597
H -1.628 -2.147 -3.649
H -0.405 -3.168 -4.549
H 1.438 -1.601 -3.761
H 0.166 -0.513 -4.305
C -1.127 0.291 -2.078
H -0.961 1.248 -1.590
H -2.135 -0.058 -1.841
H -1.107 0.482 -3.160
C 1.634 0.307 -1.786
H 1.880 0.433 -2.847
H 2.521 -0.079 -1.273
H 1.385 1.272 -1.357
C -0.631 -4.958 -1.499
H -0.037 -5.278 -0.614
H -0.492 -5.673 -2.320
H -1.698 -4.977 -1.202
C 1.794 -3.090 -1.939
H 2.261 -2.091 -2.071
H 2.209 -3.789 -2.670
H 2.099 -3.439 -0.935
V 0.521 -2.765 -0.114
C 0.335 4.316 3.530
C -0.953 4.693 3.479
C -2.072 4.245 2.541
C -2.238 2.680 2.419
C -1.752 2.136 1.079
C -0.437 2.220 0.749
C 0.526 3.326 1.175
C 1.054 3.346 2.637
C 1.914 -4.149 1.176
H 0.967 4.695 4.324
H -1.358 5.329 4.266
H -2.058 4.711 1.528
H -2.984 4.662 3.047
H -1.574 2.232 3.178
H -3.295 2.417 2.647
H -2.433 1.544 0.427
H 0.055 1.500 0.045
H 0.102 4.335 0.939
H 1.406 3.216 0.503
H 0.848 2.361 3.060
H 2.159 3.487 2.657
H 2.239 -3.230 1.732
H 2.878 -4.681 0.961
H 1.411 -4.818 1.913
S -1.392 -0.469 3.387
C -0.734 -1.017 2.072
N -0.244 -1.490 1.091
```

***

This record from the OMol25 dataset describes a structure of composition C16H32B3N3O8S at a distorted geometry. The level of theory is ωB97M-V/def2-TZVPD.

The HOMO energy is -9.000 eV. The LUMO energy comes out at 0.1 eV. The molar mass is 458.95 g/mol. As for the orbital gap: 0.3327 Ha.

Structure (XYZ):
```
63
C16H32B3N3O8S, DFT ωB97M-V/def2-TZVPD
C 2.248 -3.911 1.238
C 0.984 -3.308 0.512
O -0.235 -3.879 1.054
C 0.982 -3.578 -1.069
B 0.116 -2.388 -1.719
O 0.847 -1.196 -2.065
B 0.119 -0.174 -1.374
C 0.631 0.572 -0.052
C 2.195 0.583 0.153
S 3.159 1.067 -1.338
C 4.660 0.037 -1.423
N 5.732 0.362 -2.163
N 6.638 -0.655 -2.021
C 6.084 -1.543 -1.184
O 4.813 -1.174 -0.749
O -1.174 0.108 -1.934
B -1.832 -1.118 -2.167
N -3.251 -1.046 -2.674
C -3.857 -1.901 -1.996
O -4.610 -2.521 -1.377
O -1.285 -2.406 -1.926
H 2.043 -4.998 1.461
H 2.463 -3.395 2.221
H 3.125 -3.880 0.536
H 0.986 -2.195 0.729
H -0.683 -3.165 1.542
H 2.051 -3.495 -1.431
H 0.519 -4.567 -1.318
H 0.147 1.584 0.004
H 0.204 -0.018 0.823
H 2.566 -0.392 0.583
H 2.410 1.352 0.954
H 6.670 -2.453 -0.925
C -7.230 -1.491 0.710
C -6.556 -2.571 1.539
O -6.423 -2.227 2.910
C -7.630 -2.019 3.624
C -8.512 -3.254 3.693
H -6.753 -0.522 0.877
H -7.174 -1.734 -0.352
H -8.285 -1.385 0.974
H -5.543 -2.721 1.162
H -7.073 -3.531 1.433
H -8.179 -1.166 3.209
H -7.339 -1.736 4.638
H -8.924 -3.506 2.714
H -9.349 -3.088 4.374
H -7.939 -4.118 4.039
C 5.260 5.093 -2.614
C 3.874 5.213 -2.007
O 3.849 4.977 -0.607
C 4.598 5.877 0.193
C 4.109 7.313 0.106
H 5.732 4.154 -2.318
H 5.205 5.133 -3.704
H 5.913 5.905 -2.284
H 3.228 4.454 -2.456
H 3.423 6.183 -2.240
H 5.664 5.809 -0.049
H 4.491 5.530 1.223
H 4.305 7.743 -0.879
H 4.616 7.934 0.847
H 3.031 7.365 0.277
```

***

This record from the OMol25 dataset describes a structure of composition C16H32BNaO12 at a distorted geometry. The level of theory is ωB97M-V/def2-TZVPD.

The HOMO energy is -8.484 eV. The relative energy (zero: lowest compared OMol25 entry of this formula, charge and spin) is 100.1 kcal per mole. The LUMO energy comes out at -2.5 eV. The molar mass is 450.22 g/mol. As for the orbital gap: 0.2205 Ha.

Structure (XYZ):
```
62
C16H32BNaO12, DFT ωB97M-V/def2-TZVPD
Na 9.359 -20.267 -15.293
O 6.887 -25.773 -18.970
C 7.103 -25.169 -19.999
O 6.672 -25.406 -21.172
B 7.521 -24.631 -22.130
O 8.081 -23.548 -21.313
C 7.973 -23.898 -20.002
O 8.429 -23.261 -19.037
O 6.771 -24.014 -23.274
C 7.258 -24.437 -24.416
O 6.860 -24.231 -25.552
C 8.492 -25.305 -24.090
O 8.596 -25.345 -22.800
O 9.331 -25.788 -24.829
C 4.941 -19.374 -19.205
C 6.205 -18.657 -18.722
C 6.107 -17.158 -18.979
O 6.331 -18.692 -17.314
H 4.028 -18.966 -18.773
H 5.066 -20.437 -19.000
H 5.027 -19.234 -20.283
H 7.075 -19.163 -19.140
H 6.965 -16.688 -18.498
H 5.283 -16.691 -18.440
H 6.029 -16.908 -20.037
H 5.463 -18.694 -16.902
C 13.675 -17.049 -16.833
C 13.353 -16.963 -15.378
C 13.861 -15.773 -14.576
O 11.932 -17.040 -15.244
H 14.705 -16.977 -17.184
H 13.287 -16.207 -17.405
H 13.206 -17.924 -17.283
H 13.768 -17.794 -14.808
H 14.916 -15.624 -14.806
H 13.742 -15.904 -13.501
H 13.352 -14.870 -14.912
H 11.524 -16.224 -14.947
C 6.477 -20.173 -11.856
C 7.207 -21.466 -11.611
C 6.651 -22.316 -10.516
O 7.230 -22.141 -12.819
H 5.411 -20.333 -12.019
H 6.884 -19.572 -12.670
H 6.448 -19.514 -10.988
H 8.247 -21.220 -11.396
H 7.039 -23.335 -10.506
H 5.562 -22.334 -10.571
H 6.935 -21.745 -9.632
H 6.889 -23.034 -12.728
C 12.372 -24.401 -12.146
C 13.165 -23.128 -12.513
C 14.696 -23.245 -12.681
O 12.657 -22.686 -13.802
H 12.584 -25.203 -12.853
H 11.294 -24.240 -12.127
H 12.697 -24.864 -11.214
H 12.918 -22.252 -11.913
H 15.109 -24.133 -13.160
H 15.167 -23.398 -11.710
H 15.034 -22.350 -13.202
H 12.767 -23.391 -14.444
```

***

This record from the OMol25 dataset describes a structure of composition C16H32BaClO3P at a distorted geometry. The level of theory is ωB97M-V/def2-TZVPD.

The HOMO energy is -11.421 eV. The LUMO energy comes out at -9.2 eV. The net charge is +2. The molar mass is 476.18 g/mol. As for the orbital gap: 0.0809 Ha.

Structure (XYZ):
```
54
C16H32BaClO3P, DFT ωB97M-V/def2-TZVPD
C -5.416 -1.089 -2.353
O -3.965 -1.197 -2.375
C -3.363 0.129 -2.464
C -1.809 0.155 -1.976
C -1.412 1.721 -1.908
C 0.150 1.991 -1.672
C 1.106 1.530 -2.876
C 1.740 0.057 -2.687
C 3.155 0.032 -1.937
C 3.078 0.231 -0.344
C 2.641 -1.084 0.473
P 2.000 -0.739 2.234
C 0.211 -1.414 2.365
C 0.133 -2.988 2.671
C -0.285 -3.754 1.313
Cl 1.194 -4.442 0.419
C 1.800 1.129 2.548
C 1.366 1.501 4.048
O 2.253 2.609 4.474
C 1.477 3.798 4.560
O 1.328 4.322 5.697
H -5.797 -0.050 -2.068
H -5.857 -1.835 -1.580
H -5.889 -1.375 -3.372
H -3.896 0.888 -1.770
H -3.371 0.593 -3.507
H -1.129 -0.470 -2.644
H -1.833 -0.318 -0.919
H -1.966 2.140 -0.982
H -1.858 2.262 -2.813
H 0.437 1.573 -0.649
H 0.267 3.140 -1.585
H 0.509 1.524 -3.862
H 1.963 2.299 -2.976
H 1.935 -0.336 -3.760
H 0.992 -0.694 -2.229
H 3.926 0.775 -2.367
H 3.598 -1.024 -2.110
H 2.462 1.164 -0.119
H 4.157 0.477 -0.001
H 1.937 -1.754 -0.143
H 3.606 -1.707 0.614
H -0.310 -0.870 3.236
H -0.319 -1.086 1.402
H -0.733 -3.177 3.417
H 1.064 -3.433 3.153
H -0.761 -3.019 0.558
H -1.093 -4.565 1.481
H 0.944 1.476 1.843
H 2.728 1.697 2.210
H 1.456 0.653 4.803
H 0.311 1.975 4.013
H 0.960 4.308 3.660
Ba -5.824 -3.728 -1.145
```

***

This record from the OMol25 dataset describes a cluster of 8 separate species, C16H32Br16 in total at a distorted geometry. The level of theory is ωB97M-V/def2-TZVPD.

The HOMO energy is -10.038 eV. The relative energy (zero: lowest compared OMol25 entry of this formula, charge and spin) is 73.9 kcal per mole. The LUMO energy comes out at -0.1 eV. The molar mass is 1502.90 g/mol. As for the orbital gap: 0.3635 Ha. The structure (SMILES) is BrCCBr.BrCCBr.BrCCBr.BrCCBr.BrCCBr.BrCCBr.BrCCBr.BrCCBr.

Structure (XYZ):
```
64
C16H32Br16, DFT ωB97M-V/def2-TZVPD
Br 3.150 -3.680 -7.850
C 1.369 -3.843 -7.011
C 0.495 -3.032 -7.996
Br 0.743 -1.086 -7.733
H 1.315 -3.406 -6.014
H 0.965 -4.853 -6.940
H -0.540 -3.192 -7.691
H 0.733 -3.214 -9.044
Br -4.094 3.666 3.533
C -4.671 5.140 2.298
C -6.294 5.317 2.342
Br -7.106 5.305 4.206
H -4.388 4.861 1.284
H -4.103 6.004 2.644
H -6.752 4.443 1.879
H -6.604 6.243 1.859
Br -0.878 -1.847 -0.228
C -0.709 -0.142 -1.238
C 0.783 0.295 -1.405
Br 1.892 0.800 0.210
H -1.260 0.649 -0.730
H -1.171 -0.289 -2.215
H 0.855 1.127 -2.106
H 1.348 -0.566 -1.761
Br 8.115 3.652 0.837
C 8.920 3.374 2.675
C 7.744 3.216 3.613
Br 8.426 2.680 5.385
H 9.672 4.105 2.969
H 9.435 2.413 2.676
H 7.044 2.415 3.379
H 7.220 4.160 3.764
Br -3.880 9.763 -6.904
C -3.592 8.707 -5.234
C -2.636 7.566 -5.570
Br -2.126 6.268 -4.044
H -4.579 8.359 -4.928
H -3.138 9.315 -4.452
H -1.735 8.085 -5.895
H -3.061 6.966 -6.374
Br 5.360 -4.238 0.461
C 7.044 -3.624 1.331
C 6.990 -3.671 2.839
Br 8.811 -3.380 3.529
H 7.037 -2.556 1.113
H 7.862 -4.244 0.965
H 6.674 -4.645 3.213
H 6.313 -2.951 3.301
Br 2.582 -8.273 5.018
C 0.671 -7.836 5.270
C 0.071 -7.115 4.028
Br -1.887 -7.292 4.245
H 0.537 -7.278 6.197
H 0.224 -8.820 5.416
H 0.332 -7.577 3.076
H 0.425 -6.084 4.022
Br -9.483 -3.452 3.179
C -8.539 -2.766 1.536
C -7.970 -1.329 1.926
Br -7.011 -0.617 0.286
H -9.278 -2.525 0.771
H -7.787 -3.452 1.147
H -7.168 -1.406 2.660
H -8.715 -0.616 2.279
```

***

This record from the OMol25 dataset describes a cluster of 5 separate species, C16H32Br4O3 in total at a distorted geometry. The level of theory is ωB97M-V/def2-TZVPD.

The HOMO energy is -9.483 eV. The LUMO energy comes out at 0.6 eV. The molar mass is 592.05 g/mol. As for the orbital gap: 0.3690 Ha. The structure (SMILES) is C1CCOC1.C1CCOC1.C1CCOC1.BrCCBr.BrCCBr.

Structure (XYZ):
```
55
C16H32Br4O3, DFT ωB97M-V/def2-TZVPD
C -5.156 0.968 -2.591
C -5.801 0.032 -3.606
C -5.782 0.917 -4.830
O -4.448 1.439 -4.823
C -4.133 1.739 -3.464
H -4.738 0.465 -1.721
H -5.914 1.665 -2.227
H -6.758 -0.374 -3.284
H -5.142 -0.825 -3.784
H -6.463 1.775 -4.706
H -6.008 0.463 -5.791
H -4.217 2.811 -3.270
H -3.111 1.395 -3.311
C 0.433 -2.510 0.760
C -0.968 -2.720 0.120
C -1.744 -3.334 1.267
O -1.217 -2.747 2.440
C 0.183 -2.561 2.270
H 0.968 -1.641 0.377
H 1.089 -3.333 0.454
H -0.892 -3.368 -0.752
H -1.361 -1.755 -0.200
H -1.659 -4.426 1.290
H -2.806 -3.081 1.242
H 0.787 -3.357 2.718
H 0.487 -1.650 2.786
C 4.906 -2.656 5.408
C 4.850 -1.115 5.298
C 4.152 -0.966 3.964
O 3.181 -1.990 3.900
C 3.612 -3.083 4.710
H 4.918 -2.965 6.454
H 5.810 -3.058 4.951
H 5.850 -0.686 5.276
H 4.237 -0.724 6.108
H 4.868 -1.071 3.131
H 3.703 0.013 3.782
H 3.748 -3.969 4.082
H 2.833 -3.317 5.439
Br 2.215 0.818 1.673
C 0.621 1.212 0.622
C 0.943 1.096 -0.841
Br -0.689 1.203 -1.872
H 0.302 2.188 0.964
H -0.112 0.451 0.883
H 1.497 0.195 -1.087
H 1.574 1.922 -1.174
Br 0.937 7.192 -4.090
C 1.725 5.422 -4.244
C 1.161 4.460 -3.233
Br 1.661 4.918 -1.412
H 2.794 5.559 -4.129
H 1.475 5.072 -5.242
H 1.522 3.452 -3.428
H 0.075 4.437 -3.254
```

***

This record from the OMol25 dataset describes a cluster of 2 separate species, C16H32N2O8 in total at a distorted geometry. The level of theory is ωB97M-V/def2-TZVPD.

The HOMO energy is -9.230 eV. The relative energy (zero: lowest compared OMol25 entry of this formula, charge and spin) is 0.0 kcal per mole. The LUMO energy comes out at 0.3 eV. The molar mass is 380.44 g/mol. As for the orbital gap: 0.3519 Ha. The structure (SMILES) is CO[C@@H]1[C@H](O)[C@@H](O)O[C@H](CO)[C@H]1O.CC[C@H](C)[C@H](NC(C)=O)C(=O)NC.

Structure (XYZ):
```
58
C16H32N2O8, DFT ωB97M-V/def2-TZVPD
C -1.109 -2.616 -4.303
O -0.678 -2.130 -3.024
C 0.716 -1.761 -2.967
C 1.581 -3.012 -2.744
O 1.016 -3.757 -1.651
C 3.048 -2.625 -2.477
O 3.656 -2.118 -3.656
O 3.192 -1.596 -1.491
C 2.420 -0.400 -1.728
C 2.662 0.582 -0.577
O 4.025 1.030 -0.576
C 0.933 -0.773 -1.813
O 0.108 0.378 -2.018
H -0.630 -3.571 -4.541
H -2.192 -2.769 -4.294
H -0.872 -1.896 -5.093
H 1.024 -1.274 -3.900
H 1.559 -3.631 -3.645
H 0.046 -3.639 -1.677
H 3.590 -3.517 -2.143
H 4.460 -1.645 -3.380
H 2.726 0.081 -2.663
H 2.003 1.449 -0.683
H 2.425 0.092 0.373
H 4.216 1.575 0.205
H 0.642 -1.251 -0.872
H -0.826 0.088 -1.945
C -1.023 2.814 5.193
C -0.477 2.046 3.981
C -1.443 1.997 2.774
C -2.765 1.316 3.178
C -0.742 1.337 1.549
N -0.926 2.133 0.316
C -2.068 2.419 -0.318
C -1.930 3.115 -1.653
O -3.185 2.199 0.126
C -1.021 -0.171 1.367
O -1.666 -0.596 0.413
N -0.470 -1.002 2.261
C -0.577 -2.459 2.188
H -1.338 3.814 4.891
H -0.240 2.903 5.946
H -1.867 2.283 5.633
H 0.443 2.543 3.669
H -0.226 1.032 4.293
H -1.674 3.031 2.513
H -3.382 1.122 2.302
H -3.333 1.969 3.840
H -2.575 0.371 3.685
H 0.328 1.392 1.742
H -0.093 2.341 -0.209
H -1.654 4.153 -1.486
H -2.887 3.068 -2.172
H -1.171 2.622 -2.256
H 0.046 -0.602 3.027
H -0.114 -2.921 3.060
H -0.082 -2.820 1.284
H -1.630 -2.746 2.144
```

***

This record from the OMol25 dataset describes a cluster of 3 separate species, C16H32O10S in total at a distorted geometry. The level of theory is ωB97M-V/def2-TZVPD.

The HOMO energy is -8.976 eV. The relative energy (zero: lowest compared OMol25 entry of this formula, charge and spin) is 177.6 kcal per mole. The LUMO energy comes out at -0.5 eV. The molar mass is 416.49 g/mol. As for the orbital gap: 0.3109 Ha. The structure (SMILES) is C#C[C@@H]1COS(=O)(=O)O1.COCCOCCOC.COCCOCCOC.

Structure (XYZ):
```
59
C16H32O10S, DFT ωB97M-V/def2-TZVPD
C 1.248 -0.368 -3.712
C 1.879 0.445 -2.724
C 2.259 1.257 -1.312
C 2.790 0.036 -0.327
O 1.740 -0.252 0.687
S 0.231 0.349 0.140
O -0.513 0.680 1.467
O -0.541 -0.589 -0.848
O 0.935 1.672 -0.744
H 0.621 -1.184 -4.316
H 3.007 2.152 -1.497
H 3.844 0.413 0.084
H 2.888 -0.933 -1.010
C 0.487 2.418 3.600
O 1.555 3.285 3.252
C 1.800 3.322 1.846
C 2.073 4.757 1.373
O 0.925 5.616 1.378
C 0.421 6.007 2.662
C 1.347 6.934 3.457
O 2.474 6.214 3.956
C 3.674 6.969 3.926
H 0.808 1.378 3.516
H 0.205 2.623 4.638
H -0.391 2.596 2.972
H 0.962 2.908 1.279
H 2.688 2.710 1.661
H 2.390 4.702 0.325
H 2.905 5.212 1.912
H 0.125 5.134 3.245
H -0.503 6.559 2.455
H 0.809 7.335 4.322
H 1.660 7.770 2.815
H 3.813 7.455 2.956
H 4.511 6.283 4.082
H 3.669 7.715 4.728
C 0.326 -4.540 -2.079
O -0.984 -4.699 -1.561
C -1.742 -3.489 -1.594
C -3.185 -3.756 -2.046
O -3.324 -4.094 -3.432
C -2.834 -5.380 -3.833
C -3.625 -6.568 -3.274
O -3.363 -6.739 -1.882
C -4.508 -7.135 -1.145
H 0.949 -4.000 -1.362
H 0.752 -5.536 -2.244
H 0.313 -4.017 -3.041
H -1.288 -2.747 -2.255
H -1.754 -3.092 -0.575
H -3.747 -2.824 -1.916
H -3.681 -4.493 -1.412
H -1.767 -5.470 -3.624
H -2.931 -5.400 -4.924
H -3.311 -7.487 -3.780
H -4.697 -6.408 -3.462
H -5.373 -6.513 -1.391
H -4.291 -7.002 -0.081
H -4.731 -8.190 -1.335
```